(1)
ORCA calculation (ωB97M-V/def2-TZVPD) on an isolated molecule of C6H12O in a non-equilibrium geometry.

Each line ends with the Mulliken charge.
Atoms and positions in Å:
C (-2.55, 0.24, -0.13)  -1.260
C (-1.29, 0.29, 0.72)  -0.196
C (-0.09, 0.57, -0.15)  -0.651
C (1.27, 0.58, 0.53)  -0.194
C (1.69, -0.79, 0.96)  -0.625
C (1.93, -0.34, -0.46)  -0.110
O (1.09, -1.07, -1.71)  -0.676
H (-2.72, 1.21, -0.61)  0.288
H (-2.44, -0.51, -0.92)  0.315
H (-3.44, 0.00, 0.46)  0.377
H (-1.15, -0.68, 1.23)  0.225
H (-1.41, 1.03, 1.53)  0.337
H (-0.15, 1.51, -0.72)  0.363
H (0.05, -0.29, -1.04)  0.299
H (1.72, 1.47, 1.03)  0.369
H (0.91, -1.51, 1.18)  0.176
H (2.58, -0.91, 1.57)  0.258
H (2.88, -0.22, -0.91)  0.362
H (1.12, -0.56, -2.56)  0.342

As for the SMILES: CCC[C@H]1C[C@H]1O. As for the energy above the lowest of the compared OMol25 structures with the same formula, charge and spin: 87.7 kcal per mole. For the strongest force on any atom, the calculation gives 4.06 eV/Å. The frontier orbital gap is 9.97 eV. The total energy comes out at -8460.553 eV.


(2)
ORCA calculation (ωB97M-V/def2-TZVPD) on an isolated molecule of C6H12O in a non-equilibrium geometry.

Each line ends with the Mulliken charge.
Atoms and positions in Å:
C (-0.39, -1.69, 1.04)  -1.536
C (-0.30, -0.20, 0.73)  0.755
C (-1.58, 0.54, 1.08)  -1.452
C (0.00, 0.00, -0.73)  0.189
C (0.36, 1.29, -1.23)  -0.771
C (1.39, -0.21, -1.29)  -0.608
O (2.47, 0.73, -1.11)  -0.513
H (0.52, -2.20, 0.72)  0.383
H (-0.52, -1.86, 2.12)  0.396
H (-1.24, -2.15, 0.52)  0.345
H (0.54, 0.23, 1.30)  0.152
H (-1.81, 0.44, 2.15)  0.405
H (-2.43, 0.14, 0.51)  0.340
H (-1.50, 1.61, 0.85)  0.365
H (-0.70, -0.48, -1.41)  0.353
H (0.31, 1.62, -2.24)  0.370
H (0.65, 2.07, -0.51)  0.169
H (1.47, -0.66, -2.29)  0.343
H (2.75, 0.77, -0.20)  0.315

As for the SMILES: CC(C)[C@H]1C[C@H]1O. As for the energy above the lowest of the compared OMol25 structures with the same formula, charge and spin: 94.0 kcal per mole. For the strongest force on any atom, the calculation gives 2.94 eV/Å. The frontier orbital gap is 8.16 eV. The total energy comes out at -8460.279 eV.


(3)
ORCA calculation (ωB97M-V/def2-TZVPD) on a cluster of 2 separate species, C6H12O in total in a non-equilibrium geometry.

Each line ends with the Mulliken charge.
Atoms and positions in Å:
C (-1.76, 1.32, 0.69)  -0.832
C (-0.40, 1.20, 0.32)  -0.230
C (0.65, 0.17, 0.75)  0.585
C (0.28, -0.80, 1.66)  -0.926
C (2.07, 0.46, 0.08)  -0.544
C (1.97, 0.16, -1.45)  -1.026
H (-2.33, 0.41, 0.81)  0.239
H (-2.22, 2.22, 0.41)  0.303
H (-0.05, 2.05, -0.31)  0.241
H (-0.78, -0.69, 1.79)  0.186
H (0.90, -1.22, 2.32)  0.395
H (2.90, 0.04, 0.77)  0.339
H (2.07, 1.48, 0.25)  0.312
H (2.32, -0.84, -1.64)  0.340
H (0.96, 0.13, -1.78)  0.377
H (2.51, 0.99, -1.98)  0.250
O (-3.29, -2.29, -1.14)  -0.650
H (-3.36, -2.85, -0.27)  0.331
H (-2.44, -1.94, -1.29)  0.310

As for the SMILES: C=CC(=C)CC.O. As for the energy above the lowest of the compared OMol25 structures with the same formula, charge and spin: 81.6 kcal per mole. For the strongest force on any atom, the calculation gives 6.23 eV/Å. The frontier orbital gap is 9.02 eV. The total energy comes out at -8460.817 eV.


(4)
ORCA calculation (ωB97M-V/def2-TZVPD) on a cluster of 2 separate species, C6H12O in total.

Each line ends with the Mulliken charge.
Atoms and positions in Å:
C (2.76, 0.57, -0.07)  -0.557
O (1.91, 0.73, 1.07)  -0.147
C (1.52, -0.38, 1.63)  -0.491
C (-0.85, -0.27, -0.12)  0.731
C (-0.98, 1.23, -0.15)  -1.276
C (-1.39, -1.15, -1.21)  -0.780
C (-2.03, -1.16, 0.15)  -0.747
H (2.13, 0.65, -0.96)  0.239
H (3.24, -0.41, -0.03)  0.366
H (3.48, 1.39, -0.05)  0.253
H (0.07, -0.67, 0.29)  0.242
H (0.81, -0.02, 2.40)  0.205
H (-0.12, 1.70, -0.63)  0.256
H (-1.07, 1.64, 0.86)  0.265
H (-1.88, 1.54, -0.71)  0.419
H (-0.79, -2.01, -1.50)  0.270
H (-1.94, -0.68, -2.02)  0.241
H (-1.87, -2.02, 0.79)  0.262
H (-3.00, -0.68, 0.26)  0.249

As for the energy above the lowest of the compared OMol25 structures with the same formula, charge and spin: 104.7 kcal per mole. For the strongest force on any atom, the calculation gives 0.48 eV/Å. The frontier orbital gap is 9.50 eV. The total energy comes out at -8459.813 eV.


(5)
ORCA calculation (ωB97M-V/def2-TZVPD) on a cluster of 2 separate species, C6H12O in total.

Each line ends with the Mulliken charge.
Atoms and positions in Å:
C (2.55, -0.44, -0.29)  -0.717
O (1.27, -0.98, -0.03)  -0.403
C (0.27, -0.10, -0.15)  0.109
C (0.09, 1.16, -0.58)  -0.573
C (-1.38, 1.14, -0.21)  -0.657
C (-1.15, -0.32, 0.31)  0.576
C (-1.92, -1.44, -0.34)  -1.564
H (2.84, 0.25, 0.51)  0.280
H (2.57, 0.10, -1.25)  0.310
H (3.25, -1.28, -0.32)  0.252
H (0.74, 1.93, -0.99)  0.379
H (-2.07, 1.19, -1.06)  0.308
H (-1.71, 1.85, 0.56)  0.262
H (-1.21, -0.38, 1.41)  0.349
H (-2.98, -1.40, -0.08)  0.387
H (-1.83, -1.38, -1.44)  0.370
H (-1.53, -2.42, -0.03)  0.335
H (1.25, 1.13, 2.30)  0.275
H (0.96, 1.39, 1.67)  -0.279

As for the SMILES: COC1=CC[C@H]1C.[H][H]. As for the energy above the lowest of the compared OMol25 structures with the same formula, charge and spin: 66.1 kcal per mole. For the strongest force on any atom, the calculation gives 0.28 eV/Å. The frontier orbital gap is 9.66 eV. The total energy comes out at -8461.486 eV.


(6)
ORCA calculation (ωB97M-V/def2-TZVPD) on an isolated molecule of C6H12O.

Each line ends with the Mulliken charge.
Atoms and positions in Å:
C (-1.43, -0.74, -2.02)  -1.246
C (-0.53, -0.66, -0.82)  0.681
C (0.46, -1.71, -0.48)  -1.157
O (-0.24, 0.59, -0.47)  -0.345
C (0.40, 0.90, 0.64)  0.778
C (0.23, 0.02, 1.82)  -1.230
C (0.78, 2.34, 0.76)  -1.220
H (-1.05, -0.16, -2.87)  0.284
H (-2.44, -0.37, -1.80)  0.294
H (-1.53, -1.78, -2.33)  0.392
H (0.35, -2.21, 0.50)  0.206
H (1.46, -1.23, -0.45)  0.321
H (0.45, -2.49, -1.25)  0.391
H (0.91, -0.84, 1.92)  0.210
H (0.30, 0.61, 2.74)  0.372
H (-0.78, -0.43, 1.74)  0.356
H (0.50, 2.87, -0.15)  0.326
H (1.86, 2.47, 0.90)  0.267
H (0.29, 2.83, 1.61)  0.320

As for the energy above the lowest of the compared OMol25 structures with the same formula, charge and spin: 74.6 kcal per mole. For the strongest force on any atom, the calculation gives 0.96 eV/Å. The frontier orbital gap (spin up / spin down) is 7.64 / 7.53 eV. The total energy comes out at -8461.121 eV.


(7)
ORCA calculation (ωB97M-V/def2-TZVPD) on a structure of composition C6H12O.

Each line ends with the Mulliken charge.
Atoms and positions in Å:
C (1.74, -0.01, -1.48)  -1.437
C (1.61, 0.85, -0.23)  0.684
O (1.04, 2.14, -0.55)  -0.446
C (0.00, 1.84, 0.38)  0.018
C (0.63, 0.57, 0.89)  -0.779
C (-1.65, -1.25, 1.40)  -0.859
C (-1.29, -1.22, -0.09)  -0.259
H (2.43, 0.51, -2.15)  0.362
H (2.12, -1.02, -1.28)  0.355
H (0.78, -0.09, -2.00)  0.337
H (2.59, 0.94, 0.27)  0.277
H (-0.95, 1.59, -0.12)  0.176
H (-0.22, 2.62, 1.12)  0.329
H (-0.93, -0.72, 2.02)  0.409
H (-1.70, -2.28, 1.77)  0.311
H (-2.63, -0.79, 1.57)  0.252
H (-1.09, -2.22, -0.48)  0.389
H (-0.39, -0.66, -0.36)  -0.425
H (-2.09, -0.80, -0.70)  0.306

As for the energy above the lowest of the compared OMol25 structures with the same formula, charge and spin: 126.4 kcal per mole. For the strongest force on any atom, the calculation gives 0.71 eV/Å. The frontier orbital gap is 8.66 eV. The total energy comes out at -8458.872 eV.


(8)
ORCA calculation (ωB97M-V/def2-TZVPD) on a cluster of 3 separate species, C6H12O in total in a non-equilibrium geometry.

Each line ends with the Mulliken charge.
Atoms and positions in Å:
C (1.64, 0.93, -1.80)  -1.221
C (0.30, 0.83, -1.06)  -0.326
C (0.22, -0.14, 0.06)  0.277
C (-0.99, 0.09, 0.90)  -0.347
C (-1.00, -0.64, 2.25)  -1.176
C (-0.10, -1.51, -0.50)  -0.217
O (0.47, -2.52, -0.19)  -0.486
H (1.68, 1.89, -2.31)  0.367
H (2.49, 0.88, -1.10)  0.316
H (1.82, 0.16, -2.57)  0.305
H (-0.31, 1.94, -0.23)  0.095
H (-0.54, 0.74, -1.75)  0.344
H (1.15, -0.19, 0.65)  0.325
H (-1.92, -0.06, 0.34)  0.377
H (-0.93, 1.59, 0.69)  0.094
H (-1.91, -0.39, 2.80)  0.364
H (-0.13, -0.36, 2.85)  0.300
H (-0.97, -1.75, 2.18)  0.303
H (-0.97, -1.49, -1.21)  0.306

As for the energy above the lowest of the compared OMol25 structures with the same formula, charge and spin: 90.3 kcal per mole. For the strongest force on any atom, the calculation gives 3.55 eV/Å. The frontier orbital gap is 10.21 eV. The total energy comes out at -8460.437 eV.


(9)
ORCA calculation (ωB97M-V/def2-TZVPD) on an isolated molecule of C6H12O.

Each line ends with the Mulliken charge.
Atoms and positions in Å:
C (-0.49, 0.71, 1.48)  -1.375
C (0.25, 0.83, 0.14)  0.907
C (-0.14, 2.00, -0.77)  -1.215
O (1.53, 0.35, -0.32)  -0.604
C (0.46, -0.58, -0.29)  0.926
C (0.87, -1.67, 0.72)  -1.452
C (-0.47, -1.09, -1.36)  -1.144
H (-1.12, 1.58, 1.62)  0.362
H (0.11, 0.48, 2.36)  0.312
H (-1.18, -0.15, 1.36)  0.321
H (-0.70, 1.69, -1.66)  0.230
H (0.77, 2.50, -1.13)  0.306
H (-0.72, 2.78, -0.25)  0.353
H (0.06, -2.23, 1.18)  0.339
H (1.49, -2.37, 0.15)  0.386
H (1.51, -1.26, 1.50)  0.417
H (-0.02, -1.81, -2.04)  0.330
H (-0.96, -0.27, -1.90)  0.307
H (-1.27, -1.60, -0.80)  0.295

As for the SMILES: CC1(C)OC1(C)C. As for the energy above the lowest of the compared OMol25 structures with the same formula, charge and spin: 56.6 kcal per mole. For the strongest force on any atom, the calculation gives 0.87 eV/Å. The frontier orbital gap is 10.01 eV. The total energy comes out at -8461.898 eV.


(10)
ORCA calculation (ωB97M-V/def2-TZVPD) on an isolated molecule of C6H12O in a non-equilibrium geometry.

Each line ends with the Mulliken charge.
Atoms and positions in Å:
C (-1.35, 0.83, -1.28)  -1.009
C (-1.13, 0.02, -0.25)  0.807
C (-2.17, -0.20, 0.81)  -1.361
C (0.09, -1.03, -0.16)  -0.637
C (1.23, -0.13, -0.39)  0.373
C (1.59, 0.85, 0.70)  -1.263
O (2.31, -1.33, -0.47)  -0.596
H (-2.27, 1.40, -1.36)  0.296
H (-0.60, 1.07, -2.01)  0.248
H (-2.45, -1.26, 0.86)  0.294
H (-1.79, 0.09, 1.79)  0.289
H (-3.08, 0.36, 0.59)  0.398
H (0.11, -1.46, 0.83)  0.315
H (-0.04, -1.77, -0.95)  0.321
H (1.28, 0.31, -1.39)  0.189
H (0.90, 1.69, 0.70)  0.333
H (1.59, 0.37, 1.68)  0.311
H (2.59, 1.25, 0.52)  0.418
H (3.20, -1.06, -0.22)  0.274

As for the SMILES: C=C(C)C[C@@H](C)O. As for the energy above the lowest of the compared OMol25 structures with the same formula, charge and spin: 40.3 kcal per mole. For the strongest force on any atom, the calculation gives 4.87 eV/Å. The frontier orbital gap is 10.44 eV. The total energy comes out at -8462.605 eV.


(11)
ORCA calculation (ωB97M-V/def2-TZVPD) on an isolated molecule of C6H12O in a non-equilibrium geometry.

Each line ends with the Mulliken charge.
Atoms and positions in Å:
C (-2.23, -0.12, -0.91)  -1.012
C (-1.22, -0.36, -0.09)  0.839
C (-1.36, -0.36, 1.40)  -1.281
C (0.26, -0.71, -0.68)  -0.930
C (1.11, 0.52, -0.60)  0.326
C (2.35, 0.13, 0.44)  -1.372
O (0.55, 1.71, -0.13)  -0.564
H (-2.11, -0.12, -1.99)  0.278
H (-3.24, 0.02, -0.55)  0.289
H (-2.41, -0.33, 1.69)  0.404
H (-0.86, 0.50, 1.83)  0.265
H (-0.92, -1.26, 1.83)  0.294
H (0.11, -1.00, -1.72)  0.352
H (0.63, -1.57, -0.14)  0.374
H (1.58, 0.71, -1.58)  0.311
H (3.05, 0.97, 0.38)  0.356
H (1.95, 0.04, 1.44)  0.331
H (2.88, -0.77, 0.14)  0.384
H (-0.12, 2.01, -0.75)  0.356

As for the SMILES: C=C(C)C[C@H](C)O. As for the energy above the lowest of the compared OMol25 structures with the same formula, charge and spin: 33.1 kcal per mole. For the strongest force on any atom, the calculation gives 4.35 eV/Å. The frontier orbital gap is 10.42 eV. The total energy comes out at -8462.918 eV.


(12)
ORCA calculation (ωB97M-V/def2-TZVPD) on a structure of composition C6H12O in a non-equilibrium geometry.

Each line ends with the Mulliken charge.
Atoms and positions in Å:
C (1.92, 0.62, 1.29)  -1.157
C (1.00, -0.14, 0.39)  0.639
C (1.28, -0.28, -1.07)  -1.103
O (-0.02, -0.78, 1.01)  -0.384
C (-1.01, -0.32, 0.20)  0.644
C (-1.26, 1.13, -0.03)  -1.112
C (-1.94, -1.36, -0.33)  -1.159
H (1.81, 0.25, 2.32)  0.321
H (1.72, 1.71, 1.31)  0.238
H (2.96, 0.49, 0.97)  0.345
H (0.99, 0.61, -1.66)  0.216
H (0.72, -1.13, -1.48)  0.296
H (2.36, -0.43, -1.25)  0.396
H (-0.93, 1.47, -1.04)  0.217
H (-2.33, 1.36, 0.04)  0.396
H (-0.70, 1.73, 0.70)  0.300
H (-1.86, -2.26, 0.30)  0.322
H (-1.72, -1.67, -1.36)  0.238
H (-2.97, -1.00, -0.32)  0.346

As for the energy above the lowest of the compared OMol25 structures with the same formula, charge and spin: 85.8 kcal per mole. For the strongest force on any atom, the calculation gives 1.33 eV/Å. The frontier orbital gap is 7.69 eV. The total energy comes out at -8460.634 eV.